No. 1
Below is C17H20ClNO2S in the gas phase in a non-equilibrium geometry, with properties calculated with ωB97M-V with the def2-TZVPD basis set.

Geometry as ORCA input:
```
! RIJCOSX wB97M-V def2-TZVPD def2/J DEFGRID3
* xyz 0 1
Cl -0.24 4.25 -5.03
S 1.81 -3.18 -0.81
O 1.46 0.01 1.33
O 0.33 -0.62 -0.61
N -2.50 0.01 2.22
C -2.43 -0.89 1.09
C 3.70 -1.81 0.32
C -0.04 2.48 -1.37
C 0.13 3.31 -2.44
C 1.37 -0.63 0.30
C -3.77 0.69 2.55
C -1.54 -0.35 3.29
C 4.43 -0.56 0.88
C -2.18 -0.26 -0.20
C -0.75 0.35 -0.31
C -1.31 1.93 -3.81
C -0.46 3.05 -3.77
C 2.35 -1.71 -0.07
C 3.46 -3.88 -0.84
C -1.34 1.02 -2.71
C -0.67 1.25 -1.52
C 4.38 -3.07 -0.17
H -1.62 -1.63 1.30
H 5.42 -3.42 0.10
H -3.62 1.28 3.46
H -1.96 0.10 -2.80
H -2.31 -1.04 -0.99
H 0.56 2.90 -0.46
H -0.83 -1.26 3.03
H 0.82 4.22 -2.31
H -3.43 -1.38 0.95
H -1.73 1.72 -4.72
H 5.45 -0.67 0.76
H -0.58 0.91 0.65
H -0.99 0.57 3.49
H -4.52 -0.05 2.79
H -2.88 0.59 -0.31
H -4.03 1.27 1.65
H 4.27 -0.41 1.91
H 4.14 0.33 0.38
H -2.12 -0.65 4.20
H 3.78 -4.76 -1.37
*
```

Properties
HOMO energy ... -7.98 eV
Molecular weight ... 337.87 g mol⁻¹
Frontier orbital gap ... 0.30756 Eh
Energy relative to the best compared isomer or geometry (same formula, charge and spin) ... 3.1766 eV
E_tot ... -46893.89936 eV
SMILES ... Cc1ccsc1C(=O)O[C@H](CCN(C)C)c1ccc(Cl)cc1
LUMO energy ... 0.4 eV

---

No. 2
Below is 2 unconnected molecules or ions with the total composition C17H20F2N in a non-equilibrium geometry, with properties calculated with ωB97M-V with the def2-TZVPD basis set.

Geometry as ORCA input:
```
! RIJCOSX wB97M-V def2-TZVPD def2/J DEFGRID3
* xyz 1 1
F -4.17 -3.75 -1.78
F -0.19 -5.92 2.41
N 0.63 1.17 -0.05
C 1.67 -4.47 2.65
C -1.32 -0.77 -1.94
C -1.21 -1.75 -0.91
C 1.41 3.66 0.20
C 1.34 6.30 0.53
C 0.45 -4.75 2.05
C -3.23 -2.74 -1.82
C 0.43 -2.67 0.82
C -0.17 -3.93 1.14
C 1.70 -2.39 1.42
C -2.36 -0.77 -2.85
C -3.34 -1.78 -2.81
C -2.26 -2.73 -0.83
C 0.48 2.58 -0.42
C 0.76 5.02 -0.04
C 2.31 -3.26 2.30
C -0.08 -1.70 -0.07
H -0.56 2.85 -0.17
H 3.28 -3.01 2.74
H 2.29 6.58 0.08
H 0.63 7.08 0.28
H -2.43 0.03 -3.59
H 1.06 1.10 0.87
H 0.60 2.70 -1.51
H -4.19 -1.80 -3.49
H 2.38 3.63 -0.31
H -0.53 -0.01 -1.99
H -1.10 -4.25 0.69
H 0.71 5.15 -1.12
H -2.32 -3.43 -0.02
H -0.28 4.97 0.31
H 2.08 -5.15 3.39
H 1.55 3.48 1.27
H 0.61 -0.88 -0.23
H 1.45 6.30 1.62
H 2.19 -1.44 1.14
H -0.29 0.75 0.03
*
```

Properties
HOMO energy ... -12.56 eV
Molecular weight ... 276.35 g mol⁻¹
Frontier orbital gap ... 0.22950 Eh
Energy relative to the best compared isomer or geometry (same formula, charge and spin) ... 1.6133 eV
E_tot ... -24870.29425 eV
LUMO energy ... -6.3 eV

---

No. 3
Below is a molecular structure, C17H20FHfIN3O10P2 in a non-equilibrium geometry, with properties calculated with ωB97M-V with the def2-TZVPD basis set.

Geometry as ORCA input:
```
! RIJCOSX wB97M-V def2-TZVPD def2/J DEFGRID3
* xyz 1 1
Hf -0.55 0.04 0.70
I -2.08 -2.29 1.24
P 2.02 -0.37 1.95
P 1.45 2.16 0.62
F -2.53 -4.25 -4.31
O 2.38 1.12 1.42
O 1.56 -1.11 0.54
O 0.20 2.27 1.68
O 0.56 -0.26 2.43
O 0.71 1.27 -0.43
O 3.11 -0.97 2.67
O -1.07 -0.60 -1.38
O 2.11 3.39 0.25
O -2.22 1.20 0.47
O -2.33 3.20 -0.53
N -4.57 -3.22 -5.99
N -6.69 -4.00 -7.12
N -3.84 1.09 -3.87
C -4.69 1.63 -6.29
C -2.89 -2.96 -4.19
C -2.33 2.00 -0.57
C -5.79 -5.16 -6.80
C -5.97 -2.97 -7.95
C -3.38 1.74 -2.78
C -4.54 -2.84 -7.39
C -4.18 -1.09 -4.94
C -2.56 1.22 -1.83
C -2.29 -2.19 -3.23
C -4.57 1.91 -4.83
C -5.91 1.56 -5.40
C -2.61 -0.83 -3.13
C -3.87 -2.43 -5.04
C -2.00 -0.07 -2.05
C -4.70 -4.66 -5.82
C -3.54 -0.26 -4.01
H -4.58 2.48 -6.95
H 2.22 -1.35 -0.13
H -3.85 -3.47 -7.96
H -4.20 -1.81 -7.50
H -6.33 0.60 -5.17
H -4.27 0.71 -6.68
H -7.54 -4.32 -7.59
H -3.71 2.77 -2.66
H -6.53 -2.05 -7.87
H -4.43 2.95 -4.57
H -4.98 -0.71 -5.56
H -5.99 -3.32 -8.98
H -3.79 -5.22 -6.03
H -0.27 3.12 1.63
H -6.38 -5.96 -6.37
H -6.97 -3.56 -6.24
H -1.57 -2.62 -2.55
H -5.37 -5.49 -7.75
H -6.64 2.36 -5.47
H -4.99 -4.87 -4.79
*
```

Properties
HOMO energy ... -10.62 eV
Molecular weight ... 812.70 g mol⁻¹
Frontier orbital gap ... 0.25476 Eh
Energy relative to the best compared isomer or geometry (same formula, charge and spin) ... 0.0704 eV
E_tot ... -73606.97550 eV
LUMO energy ... -3.7 eV

---

No. 4
Below is C17H20FNO7S in the gas phase in a non-equilibrium geometry, with properties calculated with ωB97M-V with the def2-TZVPD basis set.

Geometry as ORCA input:
```
! RIJCOSX wB97M-V def2-TZVPD def2/J DEFGRID3
* xyz 0 1
S 1.75 -2.89 -0.83
F -4.14 -0.79 0.30
O 0.50 1.24 -1.22
O 1.71 3.33 -1.28
O 3.25 -3.17 -1.27
O 4.51 0.40 -0.79
O 0.99 -4.14 -1.39
O 2.13 0.09 0.16
O 2.49 -0.67 -1.97
N 0.40 -1.17 -2.82
C 1.87 2.55 2.22
C -0.92 4.01 3.12
C -3.20 0.22 0.87
C 1.17 -1.25 -1.55
C 0.78 0.00 -0.49
C -1.38 -1.99 -4.44
C -0.76 -1.84 -2.89
C 1.67 2.90 3.81
C 0.24 3.61 4.26
C 1.75 -2.98 1.04
C 0.76 2.87 1.03
C -1.71 -2.50 -1.74
C 0.98 2.45 -0.54
C 3.24 -0.02 -0.85
C -0.54 -0.19 0.46
C -1.91 0.54 -0.15
C -0.64 3.63 1.53
H -2.12 -3.52 -2.21
H -0.82 -1.29 -5.20
H -1.40 -3.12 -4.74
H 0.90 -2.39 1.57
H -0.80 -1.30 0.74
H -1.44 3.89 0.72
H 1.70 -4.10 1.39
H -1.16 -2.82 -0.75
H 0.10 3.81 5.41
H -2.83 -0.07 1.97
H -0.36 0.36 1.50
H -2.70 -1.87 -1.52
H 2.53 2.60 4.57
H 2.79 -2.56 1.43
H -2.15 0.22 -1.25
H -3.82 1.22 1.02
H -1.82 1.72 -0.15
H -1.94 4.54 3.41
H 2.87 2.02 1.88
H -2.50 -1.59 -4.36
*
```

Properties
HOMO energy ... -9.34 eV
Molecular weight ... 401.41 g mol⁻¹
Frontier orbital gap ... 0.31596 Eh
E_tot ... -47309.62005 eV
SMILES ... CC(C)=N[C@@]1(S(C)(=O)=O)OC(=O)O[C@@]1(CCCF)OC(=O)c1ccccc1
LUMO energy ... -0.7 eV

---

No. 5
Below is a molecular structure, C17H20IrN4O2 in a non-equilibrium geometry, with properties calculated with ωB97M-V with the def2-TZVPD basis set.

Geometry as ORCA input:
```
! RIJCOSX wB97M-V def2-TZVPD def2/J DEFGRID3
* xyz 4 6
Ir 0.75 -0.30 -0.75
O -0.01 -2.46 1.29
O 2.55 1.35 1.14
N -0.07 4.14 1.41
N -3.62 -1.75 1.16
N 4.07 -2.94 -0.03
N -0.72 0.56 1.21
C 0.06 5.03 0.67
C -1.51 -0.01 4.60
C -0.85 0.81 2.33
C -0.98 1.15 3.74
C -5.67 -2.63 -0.19
C 1.92 0.69 0.43
C 4.63 -3.21 -1.02
C -0.40 -1.30 -2.29
C -0.29 1.10 -2.17
C 0.37 -1.71 0.50
C -4.49 -2.10 0.48
C 0.94 -1.34 -2.70
C 5.58 -3.69 -2.01
C -1.03 -0.07 -2.13
C 0.19 6.21 -0.18
C 1.09 1.06 -2.38
C 1.69 -0.17 -2.74
H -1.30 0.17 5.66
H -0.89 -2.24 -2.04
H -6.48 -1.91 -0.14
H 5.26 -4.62 -2.49
H 5.80 -2.94 -2.78
H 0.69 7.00 0.39
H -5.97 -3.53 0.36
H 1.72 1.93 -2.23
H 0.78 6.00 -1.08
H 0.01 1.48 4.07
H -2.60 -0.07 4.48
H 6.50 -3.88 -1.45
H -5.48 -2.90 -1.24
H -0.81 6.56 -0.48
H -1.66 2.00 3.84
H -2.07 -0.03 -1.87
H -1.09 -0.97 4.32
H -0.77 2.03 -1.90
H 1.42 -2.30 -2.85
H 2.77 -0.21 -2.89
*
```

Properties
HOMO energy (alpha / beta) ... -18.07 / -20.11 eV
Molecular weight ... 504.59 g mol⁻¹
Frontier orbital gap (alpha / beta) ... 0.23091 / 0.05703 Eh
Energy relative to the best compared isomer or geometry (same formula, charge and spin) ... 2.6394 eV
E_tot ... -30790.53780 eV
LUMO energy (alpha / beta) ... -11.8 / -18.6 eV